<i>
One molecule with the formula C3H4FNS, computed with the ωB97M-V functional and the def2-TZVPD basis.

Structure (ORCA input):
```
! RIJCOSX wB97M-V def2-TZVPD def2/J DEFGRID3
* xyz 0 1
C -1.9426 -0.0242 -0.0587
C -0.6880 -0.1849 0.0385
F -0.0877 -1.4199 -0.1784
C 0.3895 0.9793 -0.1759
N 1.6239 0.7332 0.0471
S 2.8891 -0.3392 -0.0736
H -2.0386 1.0284 0.2183
H -2.6193 -1.0146 0.1430
H 0.0784 1.9416 -0.3776
H 2.3953 -1.6997 0.4172
*
```

As for the HOMO energy: -9.063 eV. As for the SMILES: C=C(F)/C=N\S. The molecular weight comes out at 105.14 g mol⁻¹. Its gap between HOMO and LUMO is 9.4 eV.

***

<ii>
One molecule with the formula C3H4FNS, computed with the ωB97M-V functional and the def2-TZVPD basis.

Structure (ORCA input):
```
! RIJCOSX wB97M-V def2-TZVPD def2/J DEFGRID3
* xyz 0 1
C 0.4609 0.0677 -1.7625
C -0.0166 0.1863 -0.5334
F -0.9394 1.1299 -0.2689
C 0.4176 -0.6626 0.5993
N 0.0780 -0.7066 1.8229
S -1.0147 0.2437 2.6648
H 1.1863 -0.6676 -1.9860
H 0.1195 0.7195 -2.5647
H 1.1947 -1.4046 0.2967
H -1.4864 1.0943 1.7318
*
```

As for the HOMO energy: -8.866 eV. As for the SMILES: C=C(F)/C=N\S. The molecular weight comes out at 105.14 g mol⁻¹. Its gap between HOMO and LUMO is 9.1 eV.

***

Most stable one: <ii>, least stable one: <i>.

***

<i>
One molecule with the formula C3H4FNS, computed with the ωB97M-V functional and the def2-TZVPD basis.

Structure (ORCA input):
```
! RIJCOSX wB97M-V def2-TZVPD def2/J DEFGRID3
* xyz 0 1
F 3.2860 0.7264 0.0113
C 2.2519 -0.1336 0.2355
C 0.9807 0.2851 0.0346
N -0.1565 -0.4647 0.0121
C -1.3910 -0.3872 -0.1105
S -2.7445 0.8611 0.2470
H 2.7755 -1.0893 0.5551
H 0.8948 1.3440 -0.3130
H -2.1489 -1.2189 -0.2226
H -3.7480 0.0771 -0.4495
*
```

As for the HOMO energy: -8.672 eV. As for the SMILES: F/C=C/N=C\S. The molecular weight comes out at 105.14 g mol⁻¹. Its gap between HOMO and LUMO is 9.0 eV.

***

<ii>
One molecule with the formula C3H4FNS, computed with the ωB97M-V functional and the def2-TZVPD basis.

Structure (ORCA input):
```
! RIJCOSX wB97M-V def2-TZVPD def2/J DEFGRID3
* xyz 0 1
C -1.3308 -0.0800 1.0618
C -0.1649 0.6759 0.8663
C 1.1074 -0.4605 -1.3947
N -1.7298 -1.0914 0.3759
F -2.9511 -1.5876 0.8415
S 1.1122 0.7088 -0.2387
H -1.9355 0.2649 1.9053
H -0.0006 1.4758 1.5713
H 1.9068 -0.4196 -2.1068
H 0.3275 -1.1961 -1.4582
*
```

As for the HOMO energy (spin up / spin down): -8.181 / -8.147 eV. The molecular weight comes out at 105.14 g mol⁻¹. Its gap between HOMO and LUMO (spin up / spin down) is 7.5 / 7.3 eV.

***

<iii>
One molecule with the formula C3H4FNS, computed with the ωB97M-V functional and the def2-TZVPD basis.

Structure (ORCA input):
```
! RIJCOSX wB97M-V def2-TZVPD def2/J DEFGRID3
* xyz 0 1
N 2.9025 1.2900 0.1033
C 1.8054 0.8559 0.2429
C 0.6186 0.0145 0.5061
F 0.4813 -1.1265 -0.3627
C -0.7725 0.7205 0.1110
S -2.0426 -0.5957 -0.2177
H 0.7577 -0.3652 1.4709
H -0.6726 1.3288 -0.8160
H -1.0697 1.6990 0.7926
H -0.8916 -1.5681 -0.5823
*
```

As for the HOMO energy: -9.201 eV. As for the SMILES: N#C[C@H](F)CS. The molecular weight comes out at 105.14 g mol⁻¹. Its gap between HOMO and LUMO is 9.5 eV.

***

<iv>
A 2-piece molecular cluster, C3H4FNS overall, computed with the ωB97M-V functional and the def2-TZVPD basis.

Structure (ORCA input):
```
! RIJCOSX wB97M-V def2-TZVPD def2/J DEFGRID3
* xyz 0 1
N 2.7526 0.9286 0.1534
C 1.8793 0.1790 -0.2393
C 1.0117 -0.7175 -0.6043
F 1.2091 -2.0003 -0.2949
H 3.4904 1.3727 -0.4284
H 0.0071 -0.4398 -0.9100
C -2.6095 0.1805 0.6819
S -2.2782 -0.3249 -0.8030
H -3.6103 -0.0904 1.2443
H -1.8522 0.9121 1.2004
*
```

As for the HOMO energy: -8.622 eV. As for the SMILES: N=C=CF.C=S. The molecular weight comes out at 105.14 g mol⁻¹. Its gap between HOMO and LUMO is 8.0 eV.

***

Most stable one: <i>, least stable one: <ii>.

***

<i>
C5H10OS2 as an isolated structure, computed with the ωB97M-V functional and the def2-TZVPD basis.

Structure (ORCA input):
```
! RIJCOSX wB97M-V def2-TZVPD def2/J DEFGRID3
* xyz 0 1
C 2.4480 -1.6924 0.5554
C -0.0614 -0.3206 0.0653
C -0.4821 -1.5856 -0.9715
C -0.2588 -0.8221 1.5151
C -0.8636 1.0348 -0.0850
H 1.5882 -2.4775 0.3026
H 2.7849 -1.5496 1.6490
H 3.5921 -2.1221 0.0803
H -0.1002 -2.5858 -0.5493
H -1.5589 -1.6522 -0.8345
H -0.2094 -1.2645 -1.9199
H -1.3279 -1.7631 1.5808
H -0.5250 0.3277 2.2392
H 0.9520 -1.4004 1.8613
H 0.4531 1.7326 1.0916
O -0.3493 2.1144 0.5475
S 1.8264 -0.1510 -0.2866
S -2.2981 1.1608 -0.7357
*
```

As for the HOMO energy: -8.878 eV. The molecular weight comes out at 150.27 g mol⁻¹. Its gap between HOMO and LUMO is 9.1 eV.

***

<ii>
A 2-piece molecular cluster, C5H10OS2 overall, computed with the ωB97M-V functional and the def2-TZVPD basis.

Structure (ORCA input):
```
! RIJCOSX wB97M-V def2-TZVPD def2/J DEFGRID3
* xyz 0 1
C -1.0581 0.6260 -1.0672
C -2.0783 1.5808 -0.5046
O -0.7201 1.6409 -0.0785
C -1.1515 -0.8376 -0.6779
S -1.4844 -0.9344 1.1483
S 1.8235 0.1374 -1.0764
C 2.0768 -0.8967 0.2857
C 1.9557 -0.2807 1.7054
H -1.0312 0.6697 -2.1527
H -2.5016 2.3713 -1.1772
H -2.9697 1.2416 0.1402
H -2.0024 -1.2168 -1.2797
H -0.2953 -1.2490 -1.1613
H 3.2505 -1.1698 0.1888
H 1.6465 -1.9149 0.3116
H 2.6429 0.6278 1.9265
H 0.9727 0.0612 1.6804
H 2.1553 -0.9482 2.5526
*
```

As for the HOMO energy: -7.992 eV. The molecular weight comes out at 150.27 g mol⁻¹. Its gap between HOMO and LUMO is 4.0 eV.

***

<iii>
One molecule with the formula C5H10OS2, computed with the ωB97M-V functional and the def2-TZVPD basis.

Structure (ORCA input):
```
! RIJCOSX wB97M-V def2-TZVPD def2/J DEFGRID3
* xyz 0 1
C 1.2356 -0.6546 1.3625
C 0.1496 0.3169 0.9546
C -1.1779 -0.2795 0.4513
O -1.5700 -1.5244 0.9772
C -0.6254 -0.2169 -0.9990
S -1.7724 0.2498 -2.2992
C 0.3435 0.8846 -0.4993
S 1.9963 0.9588 -1.2934
H 1.2688 -1.5186 0.6454
H 2.2018 -0.1094 1.3639
H 1.0464 -0.9953 2.3461
H 0.0048 1.0683 1.7462
H -1.9942 0.4502 0.6066
H -2.3722 -1.7479 0.4760
H -0.0928 -1.1462 -1.2481
H -0.8775 0.2579 -3.2716
H -0.1978 1.8905 -0.5943
H 2.4334 2.1157 -0.7249
*
```

As for the HOMO energy: -9.092 eV. As for the SMILES: C[C@@H]1[C@H](O)[C@@H](S)[C@@H]1S. The molecular weight comes out at 150.27 g mol⁻¹. Its gap between HOMO and LUMO is 9.8 eV.

***

Most stable one: <iii>, least stable one: <ii>.